4 unconnected molecules or ions with the total composition C8H25NO5 at a distorted geometry. Source: OMol25; level of theory: wB97M-V/def2-TZVPD.

Properties
LUMO (spin up / spin down) in eV: -2.48 / -8.15
Total charge: +1
Kohn-Sham gap (spin up / spin down) in eV: 9.47 / 3.81
HOMO (spin up / spin down) in eV: -11.96 / -11.96
Multiplicity: 2
Expectation value of S²: 0.754

Atoms and positions in Å:
H1 2.70661 1.95427 -2.88032
O1 3.57586 1.40438 -0.52204
H2 4.64438 1.68287 1.27290
H3 -2.65079 -3.11276 3.86113
H4 -3.80713 -1.93858 4.15574
H5 1.43034 -2.89996 2.50664
H6 -1.30936 0.36174 -1.99208
H7 -0.88020 -0.12698 0.55528
H8 -2.83534 3.00908 -0.30343
H9 5.31054 0.58244 0.00466
C1 0.16765 1.33369 -3.13262
H10 -2.60220 1.24912 -0.31814
C2 -2.67905 2.13964 -0.94198
H11 -3.36043 -2.14073 2.49578
H12 2.88677 -0.52524 -1.07181
N1 1.11582 0.84028 -2.13392
H13 -3.55577 1.96984 -1.56699
H14 0.53450 -3.87611 1.77415
H15 0.22752 0.77392 -4.06599
H16 -1.84078 1.28346 -3.48158
H17 -4.70942 -3.79068 4.47628
H18 3.92705 0.12003 1.03480
O2 -4.50223 -3.75060 3.53977
O3 -0.39382 -0.52083 2.52767
H19 2.74293 0.33751 -3.48693
H20 1.03965 1.35085 -1.26581
O4 0.94674 -3.01645 1.68883
C3 4.41293 0.94143 0.50818
O5 -1.54658 2.40711 -1.74634
H21 -0.11792 -1.39002 2.22771
H22 -1.10405 1.15183 1.77749
H23 0.34790 2.37093 -3.41501
C4 -1.25098 1.28722 -2.56493
C5 2.47553 0.92439 -2.60820
H24 4.31070 0.06143 -1.98571
H25 -2.26858 -0.18883 1.59143
C6 -1.21437 0.08738 1.57040
C7 -3.55312 -2.69572 3.41391
C8 3.37870 0.34866 -1.49892